# 1
The following is a quantum chemistry calculation of 8 unconnected molecules or ions with the total composition C24H47FN17O11P, from the Open Molecules 2025 dataset.

SMILES: NCc1c([PH2]=O)c(F)c(O)c2c1C(=O)N(CCCCn1cccc1)C2=O.NC(N)=O.NC(N)=O.NC(N)=O.NC(N)=O.NC(N)=O.NC(N)=O.NC(N)=O

```
101
C24H47FN17O11P, DFT ωB97M-V with the def2-TZVPD basis set
N -1.422 1.292 0.922
C -2.542 0.289 0.935
C -1.972 -1.080 0.426
C -2.495 -1.825 -0.760
P -3.923 -1.204 -1.802
O -5.057 -0.643 -0.986
C -1.892 -3.100 -1.216
F -2.442 -3.715 -2.328
C -0.753 -3.713 -0.513
O -0.180 -4.919 -0.892
C -0.259 -2.975 0.639
C -0.848 -1.712 1.117
C -0.052 -1.302 2.391
O -0.351 -0.352 3.051
N 1.024 -2.269 2.630
C 2.258 -1.406 2.631
C 3.451 -1.951 1.760
C 3.283 -1.431 0.277
C 4.687 -1.308 -0.458
N 4.474 -1.385 -1.929
C 4.375 -0.357 -2.860
C 4.163 -1.070 -4.135
C 4.129 -2.521 -3.828
C 4.362 -2.700 -2.394
C 0.911 -3.279 1.627
O 1.520 -4.307 1.457
H -1.116 1.439 -0.043
H -1.796 2.191 1.251
H -3.311 0.700 0.218
H -2.929 0.273 1.982
H -3.369 -0.294 -2.748
H -4.418 -2.323 -2.554
H -0.590 -5.602 -0.323
H 2.626 -1.381 3.700
H 2.081 -0.338 2.349
H 3.636 -3.049 1.848
H 4.382 -1.445 2.158
H 2.528 -2.003 -0.326
H 2.904 -0.367 0.351
H 5.205 -0.340 -0.242
H 5.393 -2.120 -0.115
H 4.449 0.726 -2.647
H 4.026 -0.605 -5.138
H 3.970 -3.406 -4.478
H 4.438 -3.599 -1.754
N -7.217 -4.552 -1.738
C -8.151 -3.830 -1.055
N -7.743 -2.592 -0.667
O -9.266 -4.263 -0.811
H -6.297 -4.217 -1.948
H -7.482 -5.473 -2.041
H -8.404 -2.031 -0.161
H -6.830 -2.218 -0.859
N 3.883 3.295 -0.732
C 4.589 2.596 0.193
N 5.933 2.808 0.167
O 4.061 1.834 0.992
H 4.299 3.927 -1.396
H 2.887 3.164 -0.742
H 6.492 2.304 0.840
H 6.388 3.428 -0.477
N 8.213 1.416 4.671
C 7.631 1.791 3.499
N 6.743 2.817 3.604
O 7.889 1.244 2.435
H 8.017 1.848 5.554
H 8.874 0.660 4.633
H 6.289 3.123 2.761
H 6.521 3.275 4.468
N -6.926 0.279 3.983
C -6.193 0.700 2.920
N -6.737 0.439 1.705
O -5.117 1.269 3.038
H -7.807 -0.190 3.904
H -6.550 0.454 4.896
H -6.213 0.736 0.898
H -7.612 -0.031 1.572
N 2.162 6.051 -3.509
C 3.464 6.368 -3.274
N 4.016 7.226 -4.174
O 4.091 5.917 -2.327
H 1.630 6.410 -4.279
H 1.720 5.420 -2.864
H 4.977 7.483 -4.032
H 3.520 7.608 -4.957
N 0.976 0.015 -7.812
C 2.276 0.324 -7.548
N 2.841 1.211 -8.415
O 2.886 -0.157 -6.609
H 0.455 0.398 -8.578
H 0.526 -0.637 -7.193
H 3.800 1.462 -8.251
H 2.357 1.617 -9.193
N -7.845 -0.622 8.170
C -8.441 -0.257 7.003
N -9.351 0.748 7.115
O -8.178 -0.791 5.936
H -8.045 -0.198 9.056
H -7.166 -1.362 8.125
H -9.812 1.045 6.273
H -9.581 1.199 7.980
```

***

# 2
The following is a quantum chemistry calculation of 2 unconnected molecules or ions with the total composition C4H10NO3, from the Open Molecules 2025 dataset.

Net charge: -1

```
18
C4H10NO3, DFT ωB97M-V with the def2-TZVPD basis set
C -1.351 -0.667 1.146
O -0.064 -0.916 1.566
C -1.485 -0.356 -0.370
C -0.434 0.717 -0.801
C 0.754 0.030 -1.472
N 2.001 -0.067 -0.980
O 0.473 -0.605 -2.511
H -1.974 -1.534 1.406
H -1.726 0.240 1.670
H -1.326 -1.180 -1.059
H -2.441 0.101 -0.651
H -0.988 1.440 -1.375
H -0.021 1.249 0.070
H 2.525 -0.768 -1.424
H 2.009 -0.033 0.118
H 1.534 1.677 1.674
H 0.690 -0.067 1.399
O 1.825 0.740 1.594
```

***

# 3
The following is a quantum chemistry calculation of 2 unconnected molecules or ions with the total composition CH5ClNOP, from the Open Molecules 2025 dataset.

```
10
CH5ClNOP, DFT ωB97M-V with the def2-TZVPD basis set
C 0.382 1.886 1.464
N 0.572 -1.738 -1.144
O -1.842 -1.461 -0.142
P -0.691 -0.664 -0.542
Cl -1.578 0.397 -2.218
H 1.336 2.021 0.925
H -0.463 2.470 0.985
H 0.380 1.285 2.376
H 1.629 -1.638 -1.062
H 0.275 -2.558 -0.640
```

***

What did we get for relative energy (zero: lowest compared OMol25 entry of this formula, charge and spin)? Answer: 344.44, 180.63, 386.67 kJ/mol, in the order shown.